Below is a structure of composition C29H44Br4GeN4O3STi, with properties calculated with wB97M-V/def2-TZVPD.

Geometry (Å):
Ti 0.67680 -1.57027 -1.04638
Br 6.20558 -5.74580 -2.25373
C 4.93744 -4.61230 -1.41381
C 5.05398 -4.29571 -0.07092
Br 6.49136 -4.97451 0.96400
C 4.10091 -3.45525 0.52660
Br 4.18381 -2.97994 2.35929
C 3.03779 -2.92491 -0.19322
O 2.12793 -2.13093 0.30348
C 2.90656 -3.26631 -1.58137
O 1.87995 -2.76410 -2.21007
C 3.86504 -4.09349 -2.15639
Br 3.63552 -4.47331 -3.99789
C -5.35931 1.61387 2.25872
C -5.88356 0.67761 1.17316
C -5.12107 -0.64355 1.09469
C -3.66168 -0.46842 0.69813
N -3.01859 -1.75324 0.49344
C -1.65587 -1.67184 -0.07127
S -1.19046 -3.26462 -0.83789
N -0.61974 -1.36704 0.94655
C -0.28606 -2.26419 2.04594
C -1.21194 -2.28540 3.28055
C -2.05273 -3.56508 3.47053
C -3.55981 -3.34409 3.42605
H -5.98070 2.50749 2.34659
H -4.34156 1.94017 2.04572
H -5.34936 1.11245 3.22973
H -5.82935 1.18160 0.20312
H -6.94248 0.46972 1.35711
H -5.60322 -1.28931 0.35173
H -5.18903 -1.16678 2.05289
H -3.11933 0.06591 1.48634
H -3.61482 0.17306 -0.19669
H -3.55486 -2.31027 -0.16369
H -0.71238 -0.40442 1.25341
H 0.72180 -1.98120 2.35239
H -0.20034 -3.26400 1.61757
H -1.86451 -1.40549 3.27350
H -0.56717 -2.17039 4.15643
H -1.79412 -4.02425 4.43009
H -1.77537 -4.28700 2.69856
H -3.87366 -2.64360 4.20658
H -4.10440 -4.27974 3.57826
H -3.83523 -2.93246 2.45681
C 5.32567 4.01046 1.32045
C 4.55954 4.21643 0.01495
N 3.16058 4.55583 0.17719
C 2.82277 5.76137 0.90903
C 2.61370 5.60507 2.41635
C 2.13182 3.64087 -0.05942
O 1.07138 3.76789 0.57146
C 2.37874 2.57023 -1.01029
C 3.21890 2.66192 -2.18608
C 3.31110 1.53136 -2.99097
C 2.62691 0.37562 -2.69285
N 1.77481 0.30343 -1.59176
C 1.68294 1.37922 -0.82531
H 6.32969 3.64206 1.09746
H 4.82303 3.27278 1.94691
H 5.42880 4.93575 1.88930
H 4.61332 3.29956 -0.56621
H 5.05733 4.99924 -0.57402
H 1.90103 6.15848 0.48035
H 3.62021 6.48895 0.71469
H 1.85428 4.84737 2.59461
H 2.27071 6.55415 2.83846
H 3.52906 5.31740 2.93274
H 3.70522 3.58714 -2.46628
H 3.93235 1.55059 -3.87997
H 2.71454 -0.52748 -3.28023
H 1.00783 1.30538 0.02275
C -3.63092 -1.79789 -3.18620
Ge -2.18928 -0.50907 -2.81830
C -0.86495 -0.71591 -4.25452
C -3.01168 1.27034 -3.06655
C -1.33789 -0.59097 -1.09917
H -4.08428 -1.57546 -4.15589
H -4.41112 -1.73071 -2.42333
H -3.23877 -2.81361 -3.19055
H -1.33359 -0.65574 -5.24041
H -0.36382 -1.68341 -4.16885
H -0.10634 0.06620 -4.17766
H -3.16763 1.49370 -4.12423
H -2.37286 2.04535 -2.64084
H -3.98008 1.30842 -2.56217
H -1.32480 0.40904 -0.63926

The strongest force on any atom is 0.54 eV/A. For the LUMO energy (spin up / spin down), the calculation gives 3.970 / 3.969 eV. The highest occupied orbital energy (spin up / spin down) is 0.18 / -2.35 eV. The calculation puts the total energy at -15196.962193 Ha. The multiplicity is 3. The molecular weight comes out at 968.86 Da. The net charge is -2.


Below is an isolated molecule of C6H10IN3, with properties calculated with wB97M-V/def2-TZVPD.

Geometry (Å):
C 0.48034 -2.55647 0.10254
C 0.38670 -1.15983 -0.48218
C 1.73390 -0.56001 -0.82050
C -0.66485 -0.30957 0.40202
I -2.63019 -0.99491 -0.04013
C -0.63940 1.13518 0.12629
N 0.09642 1.82292 -0.74557
N -0.05749 3.08983 -0.62240
C -0.89883 3.28188 0.36350
N -1.30799 2.10740 0.93011
H 0.53747 -2.62196 1.20078
H 1.26124 -3.06184 -0.29511
H -0.52996 -3.17669 0.00284
H -0.18049 -1.33769 -1.47593
H 2.27972 -1.40022 -1.25566
H 2.23584 -0.31819 0.12501
H 1.67527 0.35595 -1.37339
H -0.57524 -0.31165 1.53147
H -1.24799 4.21842 0.71374
H -1.95448 1.79746 1.61259

The strongest force on any atom is 5.02 eV/A. For the LUMO energy, the calculation gives 0.227 eV. The highest occupied orbital energy is -9.19 eV. The calculation puts the total energy at -696.537164 Ha. The molecular weight comes out at 251.07 Da. As for the structure (SMILES): CC(C)[C@H](I)c1nnc[nH]1.


Below is a cluster of 14 separate species, C66H154N14O18 in total, with properties calculated with wB97M-V/def2-TZVPD.

Geometry (Å):
C 6.83678 0.29831 1.31274
C 6.68037 1.35502 0.24239
O 5.29589 1.67533 0.22834
O 6.24035 -0.92098 0.91724
H 6.29539 0.54439 2.22622
H 7.86403 0.07666 1.60207
H 6.95654 0.91633 -0.71645
H 7.35503 2.19790 0.39237
H 4.67915 1.00098 0.52242
H 6.91687 -1.35500 0.39232
C 6.02325 -2.92555 -4.65369
C 6.18706 -1.83024 -3.59843
O 6.97181 -0.76570 -4.04243
O 5.14070 -2.72473 -5.62540
H 5.72931 -3.78347 -4.04898
H 6.99325 -3.08587 -5.12432
H 6.58374 -2.37082 -2.73906
H 5.22879 -1.40086 -3.30611
H 7.81479 -1.12075 -4.33384
H 5.62259 -2.74895 -6.45534
C 4.15773 -4.00829 2.79852
C 5.60178 -4.61031 2.63905
O 6.42994 -4.35235 3.70997
O 3.40856 -4.64647 3.84852
H 3.62098 -3.96807 1.85069
H 4.31280 -2.94365 2.97340
H 6.08024 -4.04537 1.83903
H 5.63198 -5.67795 2.42148
H 6.19983 -4.88220 4.47672
H 3.82216 -4.28490 4.63579
C 5.10746 2.40339 -6.78348
C 4.52406 2.62715 -5.32131
O 3.56466 3.65063 -5.34481
O 4.00429 2.02482 -7.59697
H 5.70160 1.49192 -6.84928
H 5.55990 3.26355 -7.27697
H 5.33499 3.01558 -4.70519
H 4.16050 1.64874 -5.00725
H 3.14744 3.43096 -6.18104
H 4.30246 1.89826 -8.50067
C 0.70272 5.77353 -5.09514
O 0.46995 4.85632 -5.80663
N 1.87071 6.17463 -4.63125
N -0.17860 6.60785 -4.58076
H 2.01434 7.10784 -4.27265
H 2.61052 5.50189 -4.48910
H -1.13802 6.49584 -4.87583
H 0.17781 7.42381 -4.10403
C 2.30757 -4.41920 -4.22683
O 1.63051 -5.22196 -3.70509
N 2.38057 -3.18246 -3.84784
N 2.97544 -4.65257 -5.35023
H 1.67405 -2.70375 -3.30768
H 2.93890 -2.57868 -4.43420
H 2.73561 -5.46230 -5.90424
H 3.58279 -3.91968 -5.68802
C 5.86681 5.38776 0.39388
O 6.75139 5.33595 1.24949
N 5.03512 6.41160 0.31902
N 5.67753 4.39353 -0.51385
H 5.26400 7.29893 0.74369
H 4.05131 6.18318 0.31150
H 4.98852 4.48283 -1.24692
H 6.37762 3.66571 -0.49809
C -1.89449 -2.59553 -4.15667
O -2.77860 -3.21261 -3.55830
N -2.16143 -1.40095 -4.58717
N -0.69232 -2.94509 -4.21848
H -3.14682 -1.18267 -4.54894
H -1.49377 -0.69474 -4.86212
H -0.43806 -3.78380 -3.71646
H -0.11981 -2.58050 -4.96642
C 0.59365 -1.60065 4.44104
C 0.03016 -1.71616 5.84850
C -0.50160 -3.14188 6.15601
C 0.54374 -4.13340 6.47926
C 1.31932 -3.55653 7.71279
C 1.88823 -2.14560 7.51363
N 0.88773 -1.19617 6.93236
O 1.50717 0.02534 6.79041
C 2.22153 -1.66805 8.90161
C 3.18066 -2.28905 6.65166
C -1.26274 -0.79238 6.01814
H 1.66998 -1.77149 4.42057
H 0.23059 -0.70199 3.94234
H 0.15882 -2.29186 3.71906
H -1.26888 -3.17682 6.92941
H -0.84804 -3.51875 5.19369
H 1.24549 -4.08104 5.64684
H 0.25775 -5.18509 6.46302
H 2.15241 -4.19394 8.00907
H 0.49268 -3.48135 8.41926
H 2.65907 -2.51386 9.43196
H 3.06462 -0.97874 8.94810
H 1.34980 -1.34957 9.47323
H 3.77238 -1.38136 6.53300
H 3.81102 -2.93775 7.25988
H 2.88988 -2.76130 5.71329
H -2.23032 -1.04674 5.58550
H -1.03729 0.26340 5.86777
H -1.44246 -0.72454 7.09108
H 2.11850 -0.09327 6.05978
C -6.01486 1.13138 -1.17318
C -5.69850 -0.29008 -0.68343
C -6.55899 -0.57428 0.56048
C -8.00016 -0.94071 0.17348
C -8.09207 -2.12975 -0.78412
C -7.34022 -1.85516 -2.16387
N -6.03043 -1.17429 -1.83539
O -5.30540 -0.99336 -2.93502
C -7.05331 -3.26667 -2.78547
C -8.27138 -1.06478 -3.06915
C -4.24035 -0.26025 -0.21956
H -5.46570 1.39259 -2.07777
H -5.78804 1.85383 -0.38913
H -7.07573 1.28632 -1.36978
H -5.94270 -1.22917 1.17642
H -6.61762 0.41576 1.01268
H -8.50031 -0.05181 -0.21099
H -8.40470 -1.08665 1.17505
H -9.12689 -2.44782 -0.91089
H -7.73648 -2.99614 -0.22642
H -6.60720 -3.15614 -3.77384
H -6.41523 -3.89534 -2.16439
H -7.90140 -3.89434 -3.05912
H -8.56882 -0.09082 -2.68054
H -7.77849 -1.03639 -4.04093
H -9.26627 -1.50992 -3.05741
H -4.02762 0.25614 0.71649
H -3.49409 0.11365 -0.92055
H -3.84065 -1.26719 -0.09948
H -4.42409 -1.33840 -2.77424
C 1.95526 5.39780 5.51622
C 1.73236 4.17131 4.67841
C 1.82743 4.44627 3.20263
C 3.21121 4.43689 2.52717
C 3.95872 3.08567 2.90894
C 3.99310 2.89024 4.47844
N 2.61647 3.04273 5.09459
O 2.64069 2.67848 6.48413
C 4.37618 1.43554 4.69722
C 4.91332 3.89913 5.17723
C 0.23952 3.70470 4.81869
H 1.86995 5.35400 6.60200
H 1.36768 6.27921 5.25940
H 2.96909 5.74481 5.31663
H 1.47037 3.57874 2.64765
H 1.14149 5.27364 3.02083
H 3.71923 5.29973 2.95790
H 2.94977 4.61641 1.48433
H 4.94663 3.07637 2.44845
H 3.40036 2.28733 2.42007
H 3.61590 0.73106 4.35992
H 5.32497 1.13673 4.25156
H 4.47698 1.19061 5.75455
H 4.76847 3.89924 6.25756
H 5.90126 3.55361 4.87275
H 4.64172 4.84327 4.70508
H 0.04006 2.81586 4.22014
H -0.33952 4.61193 4.64622
H 0.13778 3.27536 5.81540
H 2.02617 1.94364 6.54726
C 1.10109 0.96207 -2.99935
C 1.66677 1.65187 -1.76469
C 0.60095 2.55392 -0.92189
C -0.20889 1.84362 0.23508
C 0.72174 0.87089 1.01669
C 1.63582 -0.06674 0.18254
N 2.42042 0.71384 -0.87939
O 3.40286 -0.10445 -1.48820
C 2.64127 -0.74864 1.14745
C 0.58676 -1.09507 -0.41521
C 2.79751 2.59076 -2.32390
H 0.32533 0.23792 -2.75055
H 1.78997 0.41401 -3.64214
H 0.57740 1.62168 -3.69128
H 0.86311 3.58938 -0.70461
H -0.15408 2.77645 -1.67588
H -1.07279 1.29369 -0.13822
H -0.48419 2.59049 0.97973
H 0.07101 0.27854 1.65994
H 1.32307 1.45362 1.71449
H 2.12171 -1.25981 1.95792
H 3.36041 -1.45050 0.72517
H 3.25100 -0.05002 1.72039
H 0.13439 -1.55919 0.46117
H -0.30988 -0.64919 -0.84571
H 1.07089 -1.79050 -1.10084
H 3.23305 3.21698 -1.54528
H 2.36542 3.21582 -3.10538
H 3.51439 2.00677 -2.90108
H 4.15428 0.25542 -1.01126
C -1.62808 -6.75591 3.90423
C -2.84892 -6.83607 2.82908
C -3.93255 -5.74464 3.25849
C -3.53915 -4.27800 2.92473
C -3.23502 -4.32619 1.46043
C -2.16648 -5.31906 0.86903
N -2.44166 -6.65247 1.44748
O -1.53813 -7.66220 1.04556
C -2.50020 -5.42075 -0.72824
C -0.73628 -4.89107 1.24300
C -3.45870 -8.28253 2.90381
H -1.96936 -6.14507 4.73999
H -0.69016 -6.29024 3.60162
H -1.38742 -7.73279 4.32361
H -4.90933 -5.94922 2.82015
H -4.15183 -5.85153 4.32084
H -2.68601 -4.01894 3.55173
H -4.34213 -3.63404 3.28341
H -2.89956 -3.32451 1.19175
H -4.15510 -4.34099 0.87619
H -2.00152 -6.25330 -1.22451
H -3.56232 -5.50653 -0.95768
H -1.94222 -4.57761 -1.13551
H -0.12287 -5.76245 1.47218
H -0.14738 -4.13898 0.71797
H -0.74811 -4.37738 2.20429
H -4.53350 -8.24917 2.72545
H -3.49583 -8.74554 3.88988
H -3.17628 -9.04201 2.17475
H -0.90768 -7.62949 1.76879
C -3.14535 3.11437 -3.99003
C -4.38152 4.04882 -4.33868
C -3.76522 5.17627 -5.36051
C -4.82520 6.00347 -6.06947
C -5.81222 5.14252 -6.77655
C -6.51137 4.14996 -5.82897
N -5.45858 3.39391 -5.11264
O -5.96339 2.16892 -4.59152
C -7.60178 4.90608 -4.87666
C -7.33459 3.20555 -6.71886
C -4.94215 4.75159 -3.09273
H -2.29506 3.54925 -3.46468
H -2.75727 2.84044 -4.97108
H -3.40302 2.14618 -3.56071
H -3.26605 5.83989 -4.65444
H -2.92374 4.91614 -6.00264
H -4.42185 6.66299 -6.83788
H -5.27820 6.89543 -5.63669
H -5.32229 4.61448 -7.59463
H -6.51247 5.85022 -7.22028
H -8.53214 5.26842 -5.31397
H -7.84575 4.46812 -3.90879
H -7.20638 5.84999 -4.50144
H -7.87519 2.47752 -6.11402
H -8.13763 3.64882 -7.30771
H -6.56148 2.75493 -7.34123
H -5.53121 4.03407 -2.52153
H -5.35361 5.72225 -3.36953
H -4.14399 4.91643 -2.36894
H -6.42681 1.76478 -5.32875

The strongest force on any atom is 6.78 eV/A. For the LUMO energy, the calculation gives -0.112 eV. The highest occupied orbital energy is -7.01 eV. The calculation puts the total energy at -4727.492155 Ha. The molecular weight comes out at 1432.04 Da.


Below is an isolated molecule of C9H12BNO3, with properties calculated with wB97M-V/def2-TZVPD.

Geometry (Å):
O -1.91306 -1.16202 -0.66057
C -1.33049 -1.03539 0.39921
C -1.45774 0.20986 1.15837
C -0.64374 1.27937 0.46483
C -1.09604 2.59762 0.52855
C -0.32526 3.62863 0.06558
C 0.88997 3.24846 -0.57836
C 1.37837 1.98900 -0.57974
C 0.67274 1.02271 0.05774
N -0.46876 -2.02747 0.82397
C 0.00032 -3.04667 -0.01893
B 1.00785 -2.41168 -1.04789
O 0.46993 -1.48010 -1.93833
O 2.33470 -2.71749 -0.95132
H -2.46764 0.55243 1.33902
H -1.01305 0.19265 2.21653
H -2.03854 2.72055 0.89805
H -0.75250 4.60205 0.04709
H 1.52903 3.97341 -0.99027
H 2.37972 1.79639 -1.07393
H 0.99633 0.01317 0.12022
H -0.18128 -2.13236 1.80059
H 0.56953 -3.74031 0.57478
H -0.76150 -3.51775 -0.58613
H -0.44444 -1.23026 -1.83983
H 2.66552 -3.32482 -0.22924

The strongest force on any atom is 3.22 eV/A. For the LUMO energy, the calculation gives 0.323 eV. The highest occupied orbital energy is -8.96 eV. The calculation puts the total energy at -655.569039 Ha. The molecular weight comes out at 193.01 Da. As for the structure (SMILES): O=C(Cc1ccccc1)NCB(O)O.


The highest strongest force on any atom belongs to which entry? C66H154N14O18


Copy entry 4 word for word.
Below is an isolated molecule of C9H12BNO3, with properties calculated with wB97M-V/def2-TZVPD.

Geometry (Å):
O -1.91306 -1.16202 -0.66057
C -1.33049 -1.03539 0.39921
C -1.45774 0.20986 1.15837
C -0.64374 1.27937 0.46483
C -1.09604 2.59762 0.52855
C -0.32526 3.62863 0.06558
C 0.88997 3.24846 -0.57836
C 1.37837 1.98900 -0.57974
C 0.67274 1.02271 0.05774
N -0.46876 -2.02747 0.82397
C 0.00032 -3.04667 -0.01893
B 1.00785 -2.41168 -1.04789
O 0.46993 -1.48010 -1.93833
O 2.33470 -2.71749 -0.95132
H -2.46764 0.55243 1.33902
H -1.01305 0.19265 2.21653
H -2.03854 2.72055 0.89805
H -0.75250 4.60205 0.04709
H 1.52903 3.97341 -0.99027
H 2.37972 1.79639 -1.07393
H 0.99633 0.01317 0.12022
H -0.18128 -2.13236 1.80059
H 0.56953 -3.74031 0.57478
H -0.76150 -3.51775 -0.58613
H -0.44444 -1.23026 -1.83983
H 2.66552 -3.32482 -0.22924

The strongest force on any atom is 3.22 eV/A. For the LUMO energy, the calculation gives 0.323 eV. The highest occupied orbital energy is -8.96 eV. The calculation puts the total energy at -655.569039 Ha. The molecular weight comes out at 193.01 Da. As for the structure (SMILES): O=C(Cc1ccccc1)NCB(O)O.


Among the records above, which one has the lowest strongest force on any atom? C29H44Br4GeN4O3STi


Which of these has the lowest molecular weight? C9H12BNO3